Record 1
Below is a molecular structure, C32H22I2IrN6O3Se2 at a distorted geometry, with properties calculated with ωB97M-V with the def2-TZVPD basis set.

The geometry in ORCA input format:
```
! wB97M-V def2-TZVPD RIJCOSX def2/J DEFGRID3
* xyz 2 2
Ir 0.03 0.75 -0.55
Se 2.85 -0.69 -2.29
Se 0.54 -1.10 -2.21
C 0.57 -2.57 -0.91
C 0.94 -3.87 -1.23
C 0.84 -4.80 -0.21
C 0.37 -4.41 1.04
C 0.02 -3.08 1.23
N 0.13 -2.18 0.25
C 2.71 1.18 -1.97
C 3.84 1.90 -2.32
C 3.87 3.27 -2.13
C 2.73 3.88 -1.62
C 1.65 3.11 -1.31
N 1.61 1.76 -1.46
H 1.28 -4.14 -2.22
H 1.12 -5.83 -0.39
H 0.29 -5.12 1.84
H -0.34 -2.72 2.19
H 4.69 1.39 -2.75
H 4.75 3.84 -2.38
H 2.69 4.95 -1.46
H 0.77 3.56 -0.89
I -2.54 0.14 3.40
C -3.15 -1.01 1.81
C -4.15 -1.95 2.01
C -4.53 -2.81 0.99
I -6.02 -4.16 1.41
C -3.88 -2.75 -0.29
C -4.21 -3.63 -1.34
C -3.55 -3.54 -2.54
C -2.58 -2.54 -2.68
N -2.26 -1.70 -1.72
C -2.88 -1.79 -0.53
C -2.48 -0.87 0.54
O -1.61 0.03 0.47
H -4.62 -2.02 2.98
H -4.97 -4.38 -1.19
H -3.78 -4.20 -3.36
H -2.05 -2.44 -3.62
O 3.26 1.15 1.70
C 2.13 1.09 1.29
O 1.62 0.13 0.56
C 1.11 2.15 1.66
C 1.38 3.00 2.73
C 0.38 3.83 3.16
C -0.88 3.78 2.54
C -1.95 4.59 3.00
C -3.18 4.53 2.41
C -3.38 3.65 1.33
C -2.37 2.86 0.85
C -1.09 2.91 1.45
N -0.04 2.13 0.99
H 2.35 2.95 3.19
H 0.53 4.50 4.00
H -1.77 5.25 3.84
H -3.99 5.14 2.76
H -4.36 3.58 0.87
H -2.56 2.17 0.05
N -1.80 1.02 -2.95
C -2.42 1.85 -3.81
C -2.25 3.13 -3.33
C -1.52 2.98 -2.15
N -1.25 1.70 -1.92
H -1.89 0.02 -2.84
H -2.96 1.48 -4.66
H -2.61 4.05 -3.77
H -1.21 3.75 -1.47
*
```

## Properties
**Relative energy (zero: lowest compared OMol25 entry of this formula, charge and spin)**: 12.4 kcal per mole
**Electronic energy**: -198344.878 eV
**HOMO-LUMO gap (alpha / beta)**: 0.2756 / 0.2108 Eh
**E_LUMO (alpha / beta)**: -0.2155 / -0.2907 Eh

Atom charges from the Löwdin analysis, given in e for atoms 1 to 2: Ir 1.2572; Se 0.8605

---

Record 2
Below is 2 unconnected molecules or ions with the total composition C4H15N2O at a distorted geometry, with properties calculated with ωB97M-V with the def2-TZVPD basis set.

The geometry in ORCA input format:
```
! wB97M-V def2-TZVPD RIJCOSX def2/J DEFGRID3
* xyz 1 1
C 0.24 0.74 -1.37
N 0.91 1.09 -0.08
C 2.44 1.04 0.03
C -0.14 -0.82 -1.15
N -0.98 -1.06 0.07
C -2.48 -1.04 -0.22
H -0.70 1.29 -1.48
H 0.76 0.93 -2.32
H 0.68 2.03 0.19
H 2.84 2.05 -0.36
H 2.85 0.94 1.03
H 2.97 0.15 -0.53
H -0.69 -1.10 -2.09
H 0.82 -1.53 -1.25
H -0.56 -0.23 0.67
H -0.66 -1.93 0.59
H -2.94 -0.11 0.13
H -2.73 -1.09 -1.25
H -3.06 -1.85 0.27
H -0.06 0.59 3.62
H 0.63 0.03 2.49
O -0.13 -0.11 3.01
*
```

## Properties
**Relative energy (zero: lowest compared OMol25 entry of this formula, charge and spin)**: 57.6 kcal per mole
**Electronic energy**: -9411.167 eV
**HOMO-LUMO gap**: 0.3941 Eh
**E_LUMO**: -0.1052 Eh

Atom charges from the Löwdin analysis, given in e for atoms 1 to 2: C -0.1644; N -0.1530

---

Record 3
Below is 12 unconnected molecules or ions with the total composition C14H37BrFIO13 at a distorted geometry, with properties calculated with ωB97M-V with the def2-TZVPD basis set.

The geometry in ORCA input format:
```
! wB97M-V def2-TZVPD RIJCOSX def2/J DEFGRID3
* xyz 0 1
C -0.95 -2.10 -2.48
C -0.07 -2.50 -1.39
C 0.75 -1.44 -0.54
C 1.66 -1.85 0.47
I 2.03 -3.92 1.02
C 2.44 -0.66 1.20
O 3.64 -0.79 1.48
C 1.60 0.69 1.46
C 1.86 1.48 2.81
F 2.88 0.92 3.64
C 0.58 1.74 3.71
C -0.43 0.51 3.82
C 0.70 1.08 0.44
C -0.20 2.37 0.59
Br -2.07 1.74 0.95
C -0.30 3.24 -0.78
C -1.33 4.44 -0.45
C 0.62 0.13 -0.84
O 0.50 0.54 -2.01
H -1.89 -1.50 -2.29
H -0.57 -2.38 -3.52
H 0.00 -3.59 -1.11
H 2.25 2.52 2.49
H 0.04 2.71 3.44
H 0.98 1.92 4.77
H -1.50 0.88 3.61
H -0.45 0.16 4.91
H -0.15 -0.41 3.21
H 0.19 3.08 1.38
H -0.80 2.63 -1.61
H 0.74 3.60 -1.06
H -1.36 4.58 0.69
H -1.05 5.40 -0.97
H -2.39 4.12 -0.75
O -0.94 -4.93 -2.50
H -0.25 -5.54 -2.20
H -0.76 -4.83 -3.44
O 1.07 5.55 -2.71
H 1.53 4.75 -2.99
H 1.24 6.19 -3.42
O 1.63 -5.89 -3.12
H 2.50 -5.76 -2.71
H 1.84 -6.08 -4.04
O 0.27 -1.18 6.42
H 0.25 -1.28 7.38
H 1.17 -0.91 6.23
O 1.03 3.94 6.16
H 1.01 3.84 7.12
H 1.93 4.20 5.96
O -2.47 -7.74 -3.16
H -3.27 -7.60 -3.67
H -2.26 -6.87 -2.81
O -2.31 7.17 -0.39
H -1.64 7.86 -0.45
H -3.08 7.55 -0.84
O 3.67 -4.04 -3.03
H 2.85 -3.55 -3.14
H 4.32 -3.36 -2.80
O -4.11 -5.76 -1.87
H -4.12 -5.87 -0.91
H -3.19 -5.51 -2.06
O -5.89 -3.63 -2.94
H -5.20 -4.24 -2.64
H -5.71 -3.53 -3.88
O 3.85 5.57 -1.21
H 3.05 5.68 -1.74
H 4.04 6.45 -0.88
*
```

## Properties
**SMILES**: C=CC1=C(I)C(=O)C([C@H](F)CC)=C([C@H](Br)CC)C1=O.O.O.O.O.O.O.O.O.O.O.O
**Electronic energy**: -122589.140 eV
**HOMO-LUMO gap**: 0.2383 Eh
**E_LUMO**: -0.0454 Eh

Atom charges from the Löwdin analysis, given in e for atoms 1 to 2: C 0.0321; C -0.1178

---

Record 4
Below is 2 unconnected molecules or ions with the total composition C4H10NO, with properties calculated with ωB97M-V with the def2-TZVPD basis set.

The geometry in ORCA input format:
```
! wB97M-V def2-TZVPD RIJCOSX def2/J DEFGRID3
* xyz -1 1
C 2.84 0.46 0.65
C -2.37 -0.62 0.42
N -2.90 0.52 0.83
C -1.38 0.50 -0.15
C -0.27 -0.44 -1.04
O 0.50 0.35 -1.69
H 3.67 0.42 -0.05
H 3.20 0.34 1.67
H 2.32 1.40 0.48
H -2.81 -1.21 -0.40
H -1.79 -1.29 1.09
H 2.14 -0.33 0.39
H -0.74 0.94 0.59
H -1.71 1.18 -0.92
H 0.21 -1.07 -0.24
H -0.89 -1.15 -1.62
*
```

## Properties
**Relative energy (zero: lowest compared OMol25 entry of this formula, charge and spin)**: 89.0 kcal per mole
**Electronic energy**: -7843.678 eV
**HOMO-LUMO gap**: 0.2644 Eh
**E_LUMO**: 0.1520 Eh

Atom charges from the Löwdin analysis, given in e for atoms 1 to 2: C -0.0513; C -0.4475

---

What is the formula in the third record? C14H37BrFIO13

---

Repeat the third record exactly.
Below is 12 unconnected molecules or ions with the total composition C14H37BrFIO13 at a distorted geometry, with properties calculated with ωB97M-V with the def2-TZVPD basis set.

The geometry in ORCA input format:
```
! wB97M-V def2-TZVPD RIJCOSX def2/J DEFGRID3
* xyz 0 1
C -0.95 -2.10 -2.48
C -0.07 -2.50 -1.39
C 0.75 -1.44 -0.54
C 1.66 -1.85 0.47
I 2.03 -3.92 1.02
C 2.44 -0.66 1.20
O 3.64 -0.79 1.48
C 1.60 0.69 1.46
C 1.86 1.48 2.81
F 2.88 0.92 3.64
C 0.58 1.74 3.71
C -0.43 0.51 3.82
C 0.70 1.08 0.44
C -0.20 2.37 0.59
Br -2.07 1.74 0.95
C -0.30 3.24 -0.78
C -1.33 4.44 -0.45
C 0.62 0.13 -0.84
O 0.50 0.54 -2.01
H -1.89 -1.50 -2.29
H -0.57 -2.38 -3.52
H 0.00 -3.59 -1.11
H 2.25 2.52 2.49
H 0.04 2.71 3.44
H 0.98 1.92 4.77
H -1.50 0.88 3.61
H -0.45 0.16 4.91
H -0.15 -0.41 3.21
H 0.19 3.08 1.38
H -0.80 2.63 -1.61
H 0.74 3.60 -1.06
H -1.36 4.58 0.69
H -1.05 5.40 -0.97
H -2.39 4.12 -0.75
O -0.94 -4.93 -2.50
H -0.25 -5.54 -2.20
H -0.76 -4.83 -3.44
O 1.07 5.55 -2.71
H 1.53 4.75 -2.99
H 1.24 6.19 -3.42
O 1.63 -5.89 -3.12
H 2.50 -5.76 -2.71
H 1.84 -6.08 -4.04
O 0.27 -1.18 6.42
H 0.25 -1.28 7.38
H 1.17 -0.91 6.23
O 1.03 3.94 6.16
H 1.01 3.84 7.12
H 1.93 4.20 5.96
O -2.47 -7.74 -3.16
H -3.27 -7.60 -3.67
H -2.26 -6.87 -2.81
O -2.31 7.17 -0.39
H -1.64 7.86 -0.45
H -3.08 7.55 -0.84
O 3.67 -4.04 -3.03
H 2.85 -3.55 -3.14
H 4.32 -3.36 -2.80
O -4.11 -5.76 -1.87
H -4.12 -5.87 -0.91
H -3.19 -5.51 -2.06
O -5.89 -3.63 -2.94
H -5.20 -4.24 -2.64
H -5.71 -3.53 -3.88
O 3.85 5.57 -1.21
H 3.05 5.68 -1.74
H 4.04 6.45 -0.88
*
```

## Properties
**SMILES**: C=CC1=C(I)C(=O)C([C@H](F)CC)=C([C@H](Br)CC)C1=O.O.O.O.O.O.O.O.O.O.O.O
**Electronic energy**: -122589.140 eV
**HOMO-LUMO gap**: 0.2383 Eh
**E_LUMO**: -0.0454 Eh

Atom charges from the Löwdin analysis, given in e for atoms 1 to 2: C 0.0321; C -0.1178

---

Copy entry 4 word for word.
Below is 2 unconnected molecules or ions with the total composition C4H10NO, with properties calculated with ωB97M-V with the def2-TZVPD basis set.

The geometry in ORCA input format:
```
! wB97M-V def2-TZVPD RIJCOSX def2/J DEFGRID3
* xyz -1 1
C 2.84 0.46 0.65
C -2.37 -0.62 0.42
N -2.90 0.52 0.83
C -1.38 0.50 -0.15
C -0.27 -0.44 -1.04
O 0.50 0.35 -1.69
H 3.67 0.42 -0.05
H 3.20 0.34 1.67
H 2.32 1.40 0.48
H -2.81 -1.21 -0.40
H -1.79 -1.29 1.09
H 2.14 -0.33 0.39
H -0.74 0.94 0.59
H -1.71 1.18 -0.92
H 0.21 -1.07 -0.24
H -0.89 -1.15 -1.62
*
```

## Properties
**Relative energy (zero: lowest compared OMol25 entry of this formula, charge and spin)**: 89.0 kcal per mole
**Electronic energy**: -7843.678 eV
**HOMO-LUMO gap**: 0.2644 Eh
**E_LUMO**: 0.1520 Eh

Atom charges from the Löwdin analysis, given in e for atoms 1 to 2: C -0.0513; C -0.4475

---

Which of these has the highest electronic energy? C4H10NO